[1]
{
  "formula": "H4O2Sn",
  "method": "ωB97M-V/def2-TZVPD",
  "symbols": ["Sn", "O", "H", "H", "O", "H", "H"],
  "xyz": [[0.68155, 2.00145, -0.74266], [-1.19112, 0.84426, 1.13777], [-1.74259, 0.20981, 0.67996], [-1.41979, 0.73872, 2.06124], [1.16510, -0.90262, -1.17942], [0.52257, -1.49400, -0.78744], [1.98430, -1.39765, -1.16947]],
  "forces_ev_per_angstrom": [[-0.5, -1.6, 0.7], [1.0, 0.5, -1.5], [-0.5, -0.3, -0.2], [0.1, 0.2, 0.8], [-0.5, 1.7, 0.1], [-0.4, -0.4, 0.2], [0.7, -0.1, -0.1]],
  "mulliken_charge": [1.75, -0.55, 0.35, 0.33, -0.58, 0.35, 0.35],
  "homo_energy_ev": -21.18,
  "total_charge": 2,
  "gap_ev": 8.414,
  "e_lumo_ev": -12.769
}


[2]
{
  "formula": "CH11NO3",
  "method": "ωB97M-V/def2-TZVPD",
  "symbols": ["C", "N", "H", "H", "H", "H", "H", "O", "H", "H", "O", "H", "H", "O", "H", "H"],
  "xyz": [[0.09908, -0.57568, 2.21947], [0.94257, -0.50850, 1.01457], [-0.05250, -1.58679, 2.60522], [0.53269, 0.04812, 2.99980], [-0.88684, -0.17676, 1.97922], [0.55053, -1.13010, 0.31116], [1.86325, -0.87926, 1.21712], [-1.03660, 1.02064, -2.33059], [-0.47893, 1.39923, -1.60696], [-1.86722, 1.44225, -2.19658], [-0.89582, -1.62110, -1.49326], [-0.57164, -2.09074, -2.26649], [-1.02730, -0.70725, -1.81905], [0.59980, 1.97017, -0.30613], [0.76003, 1.16202, 0.27000], [1.46891, 2.23375, -0.59748]],
  "forces_ev_per_angstrom": [[-0.1, 0.1, -0.1], [-0.2, -0.2, 0.1], [0.1, 0.0, 0.0], [0.0, 0.0, 0.0], [0.0, 0.1, 0.0], [-0.1, 0.1, -0.2], [0.1, 0.1, 0.1], [1.1, -0.2, 0.3], [0.1, -0.1, -0.3], [-1.1, 0.5, 0.0], [0.1, 0.0, 0.0], [0.0, -0.1, 0.0], [0.0, 0.0, 0.0], [-0.3, -0.6, 0.6], [0.0, 0.3, -0.5], [0.4, 0.2, -0.2]],
  "mulliken_charge": [-0.79, -0.58, 0.31, 0.32, 0.27, 0.19, 0.23, -0.75, 0.43, 0.32, -0.69, 0.31, 0.41, -0.78, 0.48, 0.31],
  "homo_energy_ev": -10.05,
  "gap_ev": 10.934,
  "smiles": "CN.O.O.O",
  "e_lumo_ev": 0.885
}


[3]
{
  "formula": "C4H8",
  "method": "ωB97M-V/def2-TZVPD",
  "symbols": ["C", "C", "C", "C", "H", "H", "H", "H", "H", "H", "H", "H"],
  "xyz": [[1.31382, 0.02313, -0.32948], [0.10623, 0.26104, 0.27275], [-0.67529, 0.89947, -0.76534], [-0.38430, 0.06596, 1.62143], [1.92896, -0.87481, -0.40788], [1.51350, 0.51443, -1.28667], [-1.11705, -5.26401, -2.63401], [-1.66948, 1.42114, -0.61710], [-0.16338, 1.58678, -1.46506], [-0.93423, 1.00232, 1.79936], [-1.60212, -4.71458, -2.78247], [-0.35313, -0.79388, 2.28139]],
  "forces_ev_per_angstrom": [[-0.3, -2.2, -2.4], [-0.8, 0.0, 0.7], [-0.6, 3.0, 0.0], [0.7, 1.3, -1.9], [0.4, 0.1, 1.9], [-0.2, 0.6, 0.5], [-0.2, 0.2, 0.0], [0.4, -1.8, 0.1], [0.3, -0.5, 0.5], [-0.2, -0.9, 0.9], [0.2, -0.2, 0.0], [0.2, 0.3, -0.3]],
  "mulliken_charge": [-0.42, 0.62, -0.93, -0.79, 0.25, 0.24, 0.00, 0.31, 0.23, 0.20, 0.00, 0.29],
  "homo_energy_ev": -6.74,
  "gap_ev": 4.925,
  "e_lumo_ev": -1.812
}


[4]
{
  "formula": "H2NOS",
  "method": "ωB97M-V/def2-TZVPD",
  "symbols": ["O", "N", "S", "H", "H"],
  "xyz": [[1.80434, 0.62630, -0.03627], [0.81972, -0.23171, -0.12749], [-1.02312, 0.43693, -0.13194], [0.95037, -0.84764, -1.06208], [-1.06008, -0.04034, 1.03798]],
  "forces_ev_per_angstrom": [[-0.7, 0.0, -0.4], [1.9, -2.1, -0.6], [0.0, 0.9, -2.5], [-0.9, 1.8, 1.4], [-0.3, -0.7, 2.2]],
  "mulliken_charge": [-0.63, -0.13, -0.43, 0.11, 0.08],
  "homo_energy_ev": [-1.58, -1.59],
  "total_charge": -1,
  "gap_ev": [5.871, 5.873],
  "smiles": "[O-]NS",
  "e_lumo_ev": [4.288, 4.287]
}


Energy relative to the best compared isomer or geometry (same formula, charge and spin) across the listed records, respectively: 119.76; 0.00; 665.09; 136.58 kJ/mol.